# 1
Density functional theory data (the ωB97M-V functional and the def2-TZVPD basis) for a cluster of 2 separate species, C3H10NO in total.

Values from the calculation:
Strongest force on any atom   1.06 eV/A
Electronic energy   -250.0333 Eh

```
! RIJCOSX wB97M-V def2-TZVPD def2/J DEFGRID3
* xyz 1 1
C 0.246 -1.781 -0.525
C -0.468 -0.788 0.336
C -1.533 -0.970 1.086
N 0.328 0.479 0.542
H 0.985 -1.294 -1.173
H 0.781 -2.468 0.128
H -0.424 -2.334 -1.179
H -1.881 -0.277 1.844
H -2.051 -1.902 0.894
H 1.327 0.272 0.476
H 0.206 0.783 1.500
H 0.028 1.242 -0.081
H 0.753 3.026 -2.054
H 0.871 3.399 -0.616
O 0.832 2.614 -1.178
*
```

---

# 2
Density functional theory data (the ωB97M-V functional and the def2-TZVPD basis) for a structure of composition C11H13N2.

Values from the calculation:
Strongest force on any atom   3.48 eV/A
Electronic energy   -536.1234 Eh

```
! RIJCOSX wB97M-V def2-TZVPD def2/J DEFGRID3
* xyz 1 1
C -0.739 0.601 1.505
C -0.201 -0.721 -0.621
C -1.945 0.006 1.484
C -1.496 -1.390 -0.420
C 0.242 0.427 0.373
C -2.365 -1.092 0.598
C 1.130 -1.295 -0.076
C 2.688 -0.089 -1.245
C 1.408 1.149 0.183
C -3.639 -1.806 0.700
C 3.375 2.166 -0.749
N 2.232 -1.160 -0.700
N 2.320 1.094 -0.795
H -0.607 1.516 2.098
H -0.102 -0.586 -1.716
H -2.767 0.434 2.111
H -1.866 -2.268 -1.030
H 1.021 -2.201 0.477
H 3.550 -0.220 -1.968
H 1.526 1.986 0.874
H -3.765 -2.223 1.737
H -4.451 -1.074 0.642
H -3.792 -2.641 0.012
H 4.159 2.005 -0.001
H 3.910 2.100 -1.686
H 2.788 3.082 -0.694
*
```

---

# 3
Density functional theory data (the ωB97M-V functional and the def2-TZVPD basis) for a cluster of 2 separate species, C13H23F3N3O4P2S in total.

Values from the calculation:
Strongest force on any atom   3.50 eV/A
Electronic energy   -2354.5927 Eh

```
! RIJCOSX wB97M-V def2-TZVPD def2/J DEFGRID3
* xyz 1 1
C 3.485 -0.211 0.808
C 2.464 -0.261 -0.289
C 2.518 -1.489 -1.162
N 1.652 0.729 -0.429
C 1.225 0.959 -1.737
C -0.089 0.558 -2.110
P -1.346 -0.220 -0.985
O -2.249 -1.114 -1.969
O -2.332 0.947 -0.559
S -0.675 -1.314 0.420
C -0.491 0.785 -3.402
C 0.368 1.375 -4.278
N 1.576 1.754 -3.929
P 2.503 2.523 -5.297
N 1.995 3.981 -5.422
C 2.036 1.581 -2.662
C 3.441 2.104 -2.364
F 3.817 1.997 -1.103
F 4.308 1.348 -3.086
F 3.562 3.383 -2.699
H 3.525 0.777 1.261
H 4.459 -0.360 0.327
H 3.336 -0.990 1.558
H 2.916 -2.312 -0.569
H 1.549 -1.791 -1.558
H 3.179 -1.329 -2.025
H -1.696 -1.574 -2.612
H -1.852 1.688 -0.162
H -1.486 0.523 -3.741
H 0.029 1.554 -5.292
H 3.866 2.540 -4.992
H 2.239 1.819 -6.489
H 1.569 4.158 -6.326
C -3.869 -1.164 2.780
O -4.163 -2.140 3.761
C -3.017 -2.876 4.165
C -2.479 -2.388 5.493
O -1.956 -1.071 5.392
C -2.840 -0.086 5.901
H -4.733 -0.505 2.692
H -2.997 -0.563 3.051
H -3.695 -1.645 1.811
H -2.239 -2.834 3.396
H -3.330 -3.919 4.273
H -1.652 -3.039 5.796
H -3.251 -2.442 6.265
H -2.859 -0.122 6.995
H -3.854 -0.213 5.514
H -2.468 0.890 5.591
*
```

---

# 4
Density functional theory data (the ωB97M-V functional and the def2-TZVPD basis) for a cluster of 2 separate species, C6H15NO2 in total.

Values from the calculation:
Strongest force on any atom   2.47 eV/A
Electronic energy   -442.8310 Eh
SMILES   CCC(=O)N(C)CC.O

```
! RIJCOSX wB97M-V def2-TZVPD def2/J DEFGRID3
* xyz 0 1
C 1.618 2.295 0.135
C 0.435 1.296 0.148
C 0.953 -0.085 0.521
O 1.987 -0.193 1.154
N 0.212 -1.138 0.067
C 0.812 -2.448 0.098
C -1.023 -1.003 -0.718
C -0.792 -0.911 -2.203
H 2.385 1.930 -0.545
H 2.102 2.271 1.107
H 1.364 3.294 -0.212
H -0.169 1.590 1.034
H -0.241 1.485 -0.675
H 1.818 -2.454 0.535
H 0.871 -2.894 -0.897
H 0.386 -3.187 0.787
H -1.745 -1.748 -0.389
H -1.466 -0.116 -0.232
H 0.111 -1.392 -2.577
H -0.800 0.104 -2.621
H -1.573 -1.360 -2.831
O -3.175 1.502 0.947
H -4.009 1.696 1.406
H -2.434 2.108 1.158
*
```

---

# 5
Density functional theory data (the ωB97M-V functional and the def2-TZVPD basis) for a cluster of 2 separate species, H4O2 in total.

Values from the calculation:
Strongest force on any atom   1.70 eV/A
Electronic energy   -152.8678 Eh
SMILES   O.O

```
! RIJCOSX wB97M-V def2-TZVPD def2/J DEFGRID3
* xyz 0 1
O 0.890 0.453 0.524
H 1.373 -0.167 1.103
H 0.954 1.403 0.754
O -1.084 -0.348 -1.146
H -0.518 -0.230 -0.390
H -1.615 -1.112 -0.844
*
```

---

# 6
Density functional theory data (the ωB97M-V functional and the def2-TZVPD basis) for a cluster of 2 separate species, C4H10N2O2 in total.

Values from the calculation:
Strongest force on any atom   1.00 eV/A
Electronic energy   -418.4486 Eh
SMILES   CC(N)=O.CC(N)=O

```
! RIJCOSX wB97M-V def2-TZVPD def2/J DEFGRID3
* xyz 0 1
C 2.541 -0.275 -1.818
C 1.806 0.936 -1.325
N 2.031 2.098 -1.989
O 1.160 0.930 -0.289
H 2.521 -1.070 -1.078
H 3.599 -0.108 -2.017
H 2.115 -0.688 -2.731
H 1.497 2.882 -1.643
H 2.444 2.172 -2.898
C -1.995 -2.236 0.870
C -2.016 -0.895 1.558
N -1.198 0.062 1.070
O -2.733 -0.706 2.531
H -1.111 -2.334 0.236
H -2.879 -2.471 0.281
H -1.951 -3.003 1.644
H -1.058 0.886 1.632
H -0.486 -0.119 0.377
*
```

---

# 7
Density functional theory data (the ωB97M-V functional and the def2-TZVPD basis) for a structure of composition C4H7BrO3S.

Values from the calculation:
Strongest force on any atom   5.02 eV/A
Electronic energy   -3354.4655 Eh

```
! RIJCOSX wB97M-V def2-TZVPD def2/J DEFGRID3
* xyz 0 1
C 0.115 1.245 0.205
C -0.123 2.016 -1.046
C 1.313 -1.710 0.557
C -0.930 0.254 0.593
O 1.131 1.291 0.860
O -0.375 -1.261 -1.425
O -1.249 -2.386 0.585
S -0.385 -1.406 0.002
Br -2.647 0.402 -0.189
H -0.275 1.306 -1.860
H 0.730 2.653 -1.258
H -1.026 2.616 -0.960
H 1.274 -2.514 1.279
H 1.879 -1.998 -0.322
H 1.731 -0.809 0.993
H -1.163 0.301 1.987
*
```

---

# 8
Density functional theory data (the ωB97M-V functional and the def2-TZVPD basis) for a cluster of 2 separate species, C4H13NO3 in total.

Values from the calculation:
Strongest force on any atom   6.42 eV/A
Electronic energy   -440.5736 Eh
SMILES   C[C@@H](O)CNCO.O

```
! RIJCOSX wB97M-V def2-TZVPD def2/J DEFGRID3
* xyz 0 1
C 1.357 1.659 1.403
C 0.818 0.408 0.601
O 0.738 -0.581 1.648
C -0.481 0.960 0.059
N -1.129 0.062 -0.817
C -1.863 -1.041 -0.190
O -0.854 -1.953 0.087
H 2.543 1.567 1.296
H 1.141 1.468 2.489
H 1.250 2.598 0.778
H 1.395 -0.039 -0.222
H 0.262 -1.387 1.352
H -0.278 1.963 -0.390
H -1.324 1.319 0.824
H -0.552 -0.471 -1.561
H -2.502 -0.636 0.667
H -2.368 -1.731 -0.875
H -1.153 -2.744 0.723
O 0.805 -0.581 -2.933
H 1.159 0.252 -2.749
H 1.037 -1.093 -2.191
*
```

---

Calculated relative energy (zero: lowest compared OMol25 entry of this formula, charge and spin), 53.78 368.40 0.00 131.74 18.78 32.36 63.69 371.84 kJ/mol (same order as the records).
Calculated HOMO-LUMO gap, 11.4 8.3 5.2 9.8 11.4 9.7 10.4 9.2 eV (same order as the records).